ORCA calculation (ωB97M-V/def2-TZVPD) on a cluster of 8 separate species, C48H73F13N5O14S in total.

ORCA input file:
```
! wB97M-V def2-TZVPD RIJCOSX def2/J DEFGRID3
* xyz 1 1
N 8.08827 -1.33692 -0.97617
C 6.62473 -1.34697 -1.10715
C 6.07798 -2.77214 -0.96350
C 4.58388 -2.79542 -0.64068
C 3.70040 -2.64340 -1.88301
C 2.26988 -2.30973 -1.58545
C 1.17431 -2.75247 -2.36102
C -0.12711 -2.37091 -2.02879
C -1.32333 -2.81909 -2.83247
C -1.85711 -1.72471 -3.80030
N -1.74941 -2.18894 -5.18312
C -0.28161 -1.52956 -0.89989
C -1.60600 -1.02864 -0.43167
C -2.18608 -1.96092 0.63581
C -3.45717 -1.43288 1.25943
F -3.48149 -0.07640 1.24035
F -3.53252 -1.80827 2.55306
C -4.72780 -1.96353 0.54414
F -4.73339 -3.30245 0.74043
F -4.58147 -1.75086 -0.77735
C -6.14629 -1.49883 1.02550
F -6.18921 -1.82066 2.33470
F -7.04687 -2.24072 0.36972
C -6.66765 -0.00355 1.01445
F -5.95288 0.68733 1.89994
F -7.92171 -0.09774 1.45067
S -6.69482 0.99016 -0.62355
F -6.72498 -0.37423 -1.44779
F -8.26819 1.04709 -0.66810
F -6.65687 2.35070 0.18289
F -5.09626 0.92676 -0.60530
F -6.62073 1.78479 -1.97211
N 0.81986 -1.16858 -0.24132
C 0.82648 -0.23413 0.90893
C 0.80771 1.23594 0.44686
C 2.07489 1.95528 0.90518
C 3.20281 1.74641 -0.10289
N 2.95424 2.53418 -1.33064
N 2.05806 -1.53091 -0.54669
H 8.33836 -0.99996 -0.05416
H 8.49787 -0.66896 -1.61676
H 6.14267 -0.71605 -0.34893
H 6.35307 -0.92938 -2.08126
H 6.61148 -3.22971 -0.12558
H 6.29987 -3.34728 -1.86676
H 4.37285 -1.99111 0.07124
H 4.31012 -3.72631 -0.13294
H 3.73216 -3.55319 -2.49045
H 4.07965 -1.83869 -2.52678
H 1.35462 -3.39241 -3.21928
H -2.11546 -3.20051 -2.18434
H -0.99473 -3.64780 -3.46190
H -1.24675 -0.82358 -3.70591
H -2.88140 -1.45727 -3.52072
H -2.59671 -2.65832 -5.48017
H -1.63144 -1.40473 -5.81209
H -2.28948 -1.01145 -1.28345
H -1.51294 -0.00167 -0.08100
H -2.37638 -2.93809 0.18575
H -1.48974 -2.13941 1.46159
H 0.00536 -0.46894 1.58433
H 1.75807 -0.45989 1.42656
H -0.07782 1.72031 0.87342
H 0.71247 1.30697 -0.64124
H 1.89652 3.02053 1.06469
H 2.38730 1.55845 1.87563
H 4.13489 2.06782 0.36115
H 3.27730 0.68602 -0.35656
H 3.68432 3.21989 -1.46736
H 3.00745 1.93822 -2.14571
O -7.73006 -3.81055 -6.25279
C -8.16057 -3.42118 -5.20655
O -7.78744 -2.23341 -4.67570
C -8.36150 -2.06477 -3.36800
C -9.57897 -2.98403 -3.34195
C -9.12794 -4.11532 -4.26517
H -7.61259 -2.35827 -2.63025
H -8.60590 -1.01411 -3.23692
H -9.84779 -3.30365 -2.33780
H -10.43781 -2.47174 -3.77612
H -8.57779 -4.89206 -3.72968
H -9.93222 -4.57919 -4.82894
O 0.88250 3.31714 3.44518
C -0.21968 3.77844 3.38494
O -0.54545 4.72835 2.47589
C -1.88054 5.21037 2.70237
C -2.58065 4.09754 3.47702
C -1.42200 3.49074 4.27070
H -1.81484 6.13592 3.27739
H -2.33051 5.42691 1.73712
H -3.40574 4.46003 4.08641
H -2.97641 3.35584 2.77948
H -1.26165 3.99559 5.22474
H -1.52976 2.42406 4.43572
O 5.06070 0.05729 1.83547
C 5.10622 0.38290 2.99129
O 4.35125 1.40241 3.45285
C 4.64808 1.66230 4.84065
C 5.25207 0.36436 5.36240
C 5.94308 -0.18803 4.11462
H 5.35645 2.48784 4.88830
H 3.73021 1.94093 5.35166
H 5.91794 0.51680 6.20805
H 4.45362 -0.31152 5.67302
H 6.95908 0.19455 4.01086
H 5.95218 -1.27417 4.07947
O 5.39523 3.73731 -2.72958
C 5.87025 4.82923 -2.86965
O 7.19174 5.01353 -3.05999
C 7.50563 6.41843 -3.10352
C 6.19746 7.10644 -3.48027
C 5.16488 6.17223 -2.85024
H 7.86176 6.71683 -2.11530
H 8.30504 6.56343 -3.82467
H 6.14491 8.13588 -3.13426
H 6.08057 7.10678 -4.56421
H 4.95260 6.42639 -1.80988
H 4.22751 6.11081 -3.39563
O 0.10919 -0.92510 6.83290
C -0.99304 -0.47143 6.88915
O -1.42444 0.46771 6.00357
C -2.75433 0.90113 6.33084
C -3.34800 -0.22444 7.17337
C -2.10595 -0.77543 7.87485
H -2.68862 1.83748 6.88991
H -3.28556 1.08079 5.39910
H -4.13256 0.11778 7.84422
H -3.76913 -0.98881 6.52381
H -1.88284 -0.25184 8.80593
H -2.14751 -1.84267 8.07205
O -5.57536 -9.91451 -6.21229
C -5.91533 -8.83323 -6.58977
O -6.94390 -8.15944 -6.02078
C -7.19344 -6.92742 -6.72450
C -5.88740 -6.60471 -7.43949
C -5.33609 -8.00168 -7.72150
H -8.01555 -7.09044 -7.42457
H -7.48848 -6.17167 -6.00727
H -6.03250 -5.98639 -8.32165
H -5.21933 -6.07232 -6.76078
H -5.70482 -8.41257 -8.66288
H -4.25160 -8.06351 -7.71088
O 7.86312 2.51253 4.53495
C 7.90529 3.65451 4.17364
O 8.02628 4.67593 5.04512
C 7.94426 5.93876 4.35890
C 8.31548 5.62935 2.91155
C 7.80342 4.19727 2.76097
H 6.92207 6.31046 4.45395
H 8.61980 6.63394 4.84948
H 7.88826 6.33825 2.20596
H 9.39957 5.64687 2.79654
H 6.75339 4.15783 2.46241
H 8.38636 3.58294 2.08063
*
```

- Gap between HOMO and LUMO: 7.1 eV
- Max |F|: 0.75 eV/Å